# 1
52
Properties=species:S:1:pos:R:3:forces:R:3 method="wB97M-V/def2-TZVPD" molar_mass_da=638.5 total_charge=-1 largest_force_ev_per_a=0.7 total_energy_ha=-3583.6899 spin_multiplicity=2
I -0.70132 2.26986 5.89117 -0.06 0.07 0.15
V 0.30881 0.25814 -0.03243 -0.12 -0.29 -0.31
S -1.39317 -1.55213 0.05665 0.13 0.09 0.19
S 2.69798 -0.05833 -0.62638 -0.44 0.18 0.58
Si -1.16049 2.09901 -0.84272 -0.25 0.12 -0.01
O 3.96715 -0.00019 -1.28355 0.09 -0.08 -0.02
O 2.62299 -0.95582 0.56696 0.00 -0.04 0.13
O 1.57044 -0.58059 -1.53216 0.18 0.36 -0.31
O 2.15902 1.27250 -0.14660 0.13 -0.23 -0.33
N -0.30631 -4.00852 0.72496 -0.17 -0.01 -0.03
N 0.06925 0.72836 2.03126 0.16 0.03 0.17
N 0.75529 -2.96381 -0.83870 -0.16 -0.27 0.31
N 1.05601 0.14913 2.73679 0.26 0.26 0.14
C -0.05672 1.36652 4.16931 0.07 -0.12 -0.32
C -1.73324 0.97666 -3.43450 -0.02 -0.09 0.05
C -5.17260 1.19611 0.10254 -0.05 -0.03 0.01
C -1.85366 0.94867 -4.81534 -0.01 -0.02 -0.04
C -1.15624 3.23545 -4.90962 0.01 0.06 -0.02
C 1.02922 0.52993 4.02292 -0.03 -0.14 0.00
C -5.67028 2.38007 0.63008 -0.07 -0.01 0.02
C -1.56306 2.08230 -5.56202 -0.01 -0.04 -0.05
C -3.85788 1.12499 -0.33045 0.04 -0.10 -0.06
C -0.62052 1.46209 2.88670 -0.21 0.01 -0.04
C -1.05111 3.25361 -3.52537 -0.01 0.05 0.07
C -1.34002 2.12959 -2.74934 0.03 0.01 0.00
C -0.30432 -2.88052 -0.01524 0.02 0.22 -0.38
C -3.52637 3.40249 0.25852 0.06 0.04 0.01
C 0.78524 -4.78654 0.38055 0.24 0.02 -0.15
C -1.30700 -4.35473 1.70843 0.00 0.06 0.04
C 1.45638 -4.11046 -0.57966 -0.03 -0.23 0.08
C -2.99641 2.22457 -0.27383 0.06 0.04 0.06
C -4.83811 3.48526 0.70897 -0.01 0.06 0.02
H -5.20942 4.41854 1.11726 -0.02 0.00 0.01
H -2.89232 4.28047 0.31739 0.01 0.02 0.00
H -5.80915 0.32121 0.03599 -0.01 -0.01 0.00
H -3.49261 0.18150 -0.72342 0.02 0.00 0.00
H -0.73586 4.16657 -3.03258 0.01 0.01 0.01
H -1.93879 0.06804 -2.87491 0.01 0.01 0.02
H -0.91896 4.12713 -5.47902 0.00 0.00 -0.01
H 2.37180 -4.34319 -1.09060 0.03 -0.02 0.01
H 1.75165 0.17492 4.73614 0.04 0.02 0.01
H -1.64358 2.06260 -6.64236 -0.01 0.00 -0.01
H 1.80472 -0.31385 2.20495 -0.05 -0.09 -0.05
H -1.90052 -5.20231 1.36520 -0.01 0.00 0.03
H -1.95215 -3.48911 1.84516 0.01 -0.03 0.01
H -1.48770 2.00500 2.54534 0.00 0.03 0.03
H -0.75270 3.52875 -0.56499 0.03 -0.01 -0.02
H -0.82065 -4.60050 2.65223 -0.04 -0.02 0.00
H -2.16244 0.03521 -5.31069 0.00 0.00 -0.02
H 1.10532 -2.11694 -1.33442 0.12 0.10 -0.01
H -6.69534 2.43774 0.97710 0.00 0.00 0.00
H 0.98485 -5.72726 0.85942 0.01 -0.02 0.00

***

# 2
41
Properties=species:S:1:pos:R:3:forces:R:3 method="wB97M-V/def2-TZVPD" molar_mass_da=715.5 total_charge=0 largest_force_ev_per_a=3.9 total_energy_ha=-2865.9812
Ir -0.43877 1.31489 -1.34819 2.00 -1.17 3.10
Sb -2.25020 3.94663 -2.04738 -0.08 0.05 -0.15
S -1.57257 5.22976 -0.29625 0.07 0.14 0.15
S -2.64309 1.67403 -1.21895 -0.81 -0.24 -0.28
S -0.22968 2.89634 -2.92296 0.14 0.50 -0.32
S -3.70687 4.69779 -3.52406 -0.29 0.10 -0.30
O 1.76642 1.25240 -0.98619 0.19 -0.28 -0.41
O 3.35655 2.49778 0.00860 0.03 -0.07 0.13
N -1.10094 -1.30917 1.51764 -0.14 0.10 0.29
N -1.87945 -0.14434 3.43716 0.02 -0.07 0.07
N -0.12830 2.60161 0.30934 -0.61 0.83 -1.24
N -0.34156 -0.74081 -1.87900 -1.00 0.07 -1.20
N 1.23171 2.77500 0.59016 0.08 0.02 0.18
C -1.13771 -1.30806 -2.80487 0.01 -0.23 0.04
C -0.95260 -3.41948 -1.71746 0.02 -0.02 0.02
C -0.16027 -2.82814 -0.74597 0.10 -0.26 -0.15
C -1.79639 -0.35728 2.12738 -0.01 0.05 -0.03
C -0.44172 -2.17378 2.29796 0.09 -0.13 -0.22
C 0.31750 -3.28034 1.67585 -0.07 0.05 0.19
C 4.35116 1.84466 -0.80592 0.00 0.04 -0.03
C -0.49577 -2.06657 3.68099 -0.02 0.06 0.04
C 0.39759 -3.59393 0.38411 -0.04 -0.02 -0.08
C -1.22611 -1.01357 4.20458 -0.02 0.04 -0.02
C 0.14252 -1.48580 -0.89032 0.37 0.19 -0.19
C 2.10841 2.12636 -0.18867 0.04 -0.02 -0.14
C -1.44803 -2.65098 -2.76258 0.04 0.13 -0.03
H 1.52254 3.58135 1.12270 -0.09 0.10 -0.11
H 4.15543 0.77782 -0.86376 0.01 0.00 0.02
H -1.50347 -0.65245 -3.58228 -0.06 0.02 0.04
H 0.01330 -2.77286 4.32169 0.01 0.00 0.00
H 0.80578 -3.94428 2.38077 -0.03 0.01 0.01
H 5.29674 2.04013 -0.31234 0.00 0.01 -0.02
H -1.29246 -0.85984 5.27576 0.00 0.01 0.00
H -0.56702 3.54306 0.02632 0.11 0.14 0.59
H -1.19085 -4.47406 -1.65269 -0.01 0.00 0.00
H -0.62346 2.26384 1.12986 -0.01 -0.13 -0.04
H 0.91710 -4.51003 0.12105 0.00 0.01 0.01
H -2.07489 -3.08064 -3.53014 0.00 -0.01 0.00
H 0.82850 -0.99677 -0.21184 -0.06 0.00 0.04
H -2.34994 0.32150 1.48329 0.00 0.00 0.00
H 4.34086 2.27823 -1.80334 -0.01 -0.02 0.00

***

# 3
9
Properties=species:S:1:pos:R:3:forces:R:3 method="wB97M-V/def2-TZVPD" molar_mass_da=109.1 total_charge=0 largest_force_ev_per_a=4.5 total_energy_ha=-714.4872
S -0.20371 -2.24994 -0.73149 -3.24 2.90 -0.99
O 0.62874 1.55522 -0.75528 0.09 0.36 -0.37
O 1.94975 -0.05238 -0.27014 0.45 -0.75 -0.02
N -0.11985 -0.14374 0.44038 -0.05 -3.22 1.32
N -1.12773 0.62140 0.51837 -3.56 2.51 -0.82
N 0.87173 0.46833 -0.26341 2.07 1.26 -1.56
H -1.26973 1.30454 -0.26296 0.27 -0.94 0.79
H -1.53719 0.98664 1.39633 0.78 -1.30 -0.38
H 0.80799 -2.49007 -0.07180 3.19 -0.82 2.02